(1)
8
Properties=species:S:1:pos:R:3:forces:R:3 method="wB97M-V/def2-TZVPD" e_tot_ev=-12736.3920 e_above_lowest_ev=1.7097 charge=0
C 0.902 0.729 -0.090 -2.138 -2.067 1.885
N -0.574 -1.073 0.399 0.392 0.843 -0.494
O 0.319 -0.571 -0.478 -0.861 -0.452 -0.378
I -2.795 0.269 -0.005 0.654 -0.607 0.101
H 0.912 0.512 1.014 1.247 1.026 -0.825
H 0.138 1.553 -0.182 1.046 -0.689 -0.755
H 1.803 0.619 -0.697 0.041 1.228 0.556
H -0.705 -2.039 0.039 -0.382 0.719 -0.090

=====

(2)
11
Properties=species:S:1:pos:R:3:forces:R:3 method="wB97M-V/def2-TZVPD" e_tot_ev=-11039.2798 multiplicity=6 s2=8.777 charge=+3
Ru -0.796 -1.019 -3.252 -2.682 -0.828 -4.056
O 0.188 -0.694 -1.782 1.676 0.330 2.186
C -0.183 -0.543 -0.484 -1.300 0.794 1.097
H -0.925 1.468 -0.699 -0.343 -0.142 0.217
H -0.221 -1.473 0.097 0.461 0.209 0.059
C -0.450 0.963 1.377 -3.301 -0.951 -0.663
C -0.704 0.639 -0.017 2.062 0.061 -0.055
C 0.607 0.316 1.898 6.831 -0.827 2.444
O 1.704 0.056 2.222 -4.858 0.601 -1.152
Li 2.011 -1.004 -1.427 1.252 -0.159 -0.098
H -1.231 1.291 2.066 0.203 0.912 0.020

=====

Which of these has the lowest charge? CH4INO

=====

Look up the charge of the second one. +3

=====

Among the records above, which one has the highest charge? C4H3LiO2Ru